Computed, not measured: a gas-phase ion, C5H11N2O (charge +1) at a distorted geometry, with ωB97M-V/def2-TZVPD.

Each line ends with the Löwdin charge.
Geometry (Å):
H 1.849 -0.844 -1.020  0.12
H -0.599 -1.375 -1.713  0.17
N 0.822 -2.831 1.072  0.00
N -0.960 -0.857 -0.921  0.24
H 2.144 -0.194 0.379  0.08
O -0.257 -2.190 0.936  -0.05
H -1.721 0.058 1.031  0.11
C 0.053 -0.703 0.243  -0.22
C -0.645 1.821 0.260  -0.04
H -0.347 0.386 1.926  0.14
H -1.544 0.016 -1.176  0.19
H 2.848 -2.656 0.507  0.12
H -1.692 -1.395 -0.538  0.14
C -0.733 0.424 0.906  -0.18
H 0.427 1.957 0.012  0.10
H -0.828 2.713 0.810  0.08
C 1.543 -0.892 -0.016  -0.03
H -1.404 1.819 -0.505  0.07
C 1.851 -2.287 0.611  -0.05

Calculated values
Frontier orbital gap   10.38 eV
Net charge   +1
LUMO level   -3.5 eV
ΔE to the lowest compared entry with this formula, charge and spin   114.0 kcal/mol